Model one:
ORCA calculation (ωB97M-V/def2-TZVPD) on C19H25N3O6S in the gas phase.

LUMO in eV: 0.6
Frontier orbital gap in eV: 8.820
Molar mass in Da: 423.5
Structure (SMILES): CCOC(=O)c1c(C)[nH]c(C)c1S(=O)(=O)N(C)CC(=O)Nc1ccccc1OC

Geometry as ORCA input:
```
! wB97M-V def2-TZVPD RIJCOSX def2/J DEFGRID3
* xyz 0 1
C -3.0639 -4.0062 0.0619
C -1.5595 -3.9745 -0.1601
O -1.1970 -2.7760 -0.8538
C -0.7908 -1.7481 -0.1270
O -0.5269 -1.7934 1.0536
C -0.6323 -0.5197 -0.9431
C 0.3507 -0.1740 -1.8361
C 1.5257 -0.9368 -2.3309
N 0.0866 1.1001 -2.2607
C -1.0427 1.5793 -1.6729
C -1.5741 2.9430 -1.8981
C -1.5098 0.5939 -0.8399
S -2.9922 0.5853 0.1217
O -3.1920 -0.7745 0.5372
O -4.0451 1.2253 -0.6143
N -2.7175 1.4822 1.4962
C -3.1320 2.8657 1.5182
C -1.4979 1.1188 2.1766
C -0.2433 1.6726 1.4880
O -0.1812 2.8191 1.0802
N 0.7660 0.7758 1.4093
C 2.0022 0.9202 0.7746
C 2.4095 2.0704 0.1172
C 3.6452 2.1207 -0.5095
C 4.4832 1.0245 -0.4799
C 4.0944 -0.1339 0.1791
C 2.8626 -0.1981 0.8092
O 2.3855 -1.2846 1.4832
C 3.1426 -2.4675 1.4863
H -3.5836 -4.0898 -0.8888
H -3.3284 -4.8505 0.6921
H -3.3721 -3.0792 0.5413
H -1.0274 -3.9999 0.7962
H -1.2256 -4.7990 -0.7958
H 2.4499 -0.3949 -2.1293
H 1.5669 -1.9019 -1.8355
H 1.4502 -1.1029 -3.4056
H 0.6673 1.6189 -2.9002
H -1.3375 3.2950 -2.9000
H -1.1376 3.6294 -1.1711
H -2.6521 2.9295 -1.7577
H -3.9442 2.9603 0.8028
H -2.3200 3.5438 1.2529
H -3.4999 3.1093 2.5170
H -1.4729 0.0286 2.2094
H -1.5394 1.5108 3.1984
H 0.5719 -0.1834 1.6901
H 1.7530 2.9232 0.1026
H 3.9489 3.0235 -1.0171
H 5.4474 1.0587 -0.9645
H 4.7644 -0.9789 0.1972
H 3.3256 -2.8322 0.4701
H 4.0991 -2.3329 2.0019
H 2.5404 -3.1953 2.0274
*
```

---

Model two:
ORCA calculation (ωB97M-V/def2-TZVPD) on C19H25N3O6S in the gas phase.

LUMO in eV: 0.3
Frontier orbital gap in eV: 9.164
Molar mass in Da: 423.5
Structure (SMILES): CCOC(=O)[C@H]1CCCN(S(=O)(=O)c2ccc3c(c2)N(C)C(=O)CC(=O)N3C)C1

Geometry as ORCA input:
```
! wB97M-V def2-TZVPD RIJCOSX def2/J DEFGRID3
* xyz 0 1
C -0.4242 5.8412 1.3590
C -0.0806 4.4283 0.9106
O -1.0189 3.4677 1.4038
C -2.1763 3.3732 0.7507
O -2.5302 4.1085 -0.1302
C -3.0175 2.2483 1.3462
C -4.4573 2.2821 0.8269
C -4.5173 1.8574 -0.6391
C -3.8888 0.4783 -0.8095
N -2.5314 0.4460 -0.3071
S -1.2913 0.8337 -1.3501
O -1.7839 0.7469 -2.6906
O -0.5799 2.0107 -0.9396
C -0.2177 -0.5685 -1.0452
C -0.6164 -1.8273 -1.4530
C 0.2098 -2.9032 -1.2030
C 1.4354 -2.7464 -0.5478
C 1.8333 -1.4574 -0.1370
C 0.9823 -0.3818 -0.3988
N 3.0744 -1.2073 0.4559
C 3.7748 0.0141 0.0971
C 3.6102 -1.9539 1.4708
O 4.6716 -1.6809 1.9779
C 2.7703 -3.1477 1.8750
C 2.9299 -4.1698 0.7704
O 3.6017 -5.1680 0.8745
N 2.2571 -3.8656 -0.3837
C 2.2928 -4.8610 -1.4412
C -2.3777 0.8776 1.0585
H -1.3759 6.1453 0.9317
H 0.3482 6.5258 1.0206
H -0.4902 5.8885 2.4438
H 0.8812 4.1097 1.3179
H -0.0647 4.3560 -0.1803
H -3.0026 2.3969 2.4314
H -5.0669 1.6048 1.4310
H -4.8555 3.2921 0.9328
H -5.5527 1.8342 -0.9811
H -3.9654 2.5764 -1.2448
H -4.4638 -0.2794 -0.2641
H -3.8369 0.2045 -1.8629
H -1.5557 -1.9437 -1.9667
H -0.0917 -3.8890 -1.5178
H 1.2511 0.6216 -0.1120
H 3.6101 0.2359 -0.9548
H 4.8355 -0.1525 0.2827
H 3.4497 0.8588 0.7076
H 3.1751 -3.5636 2.7967
H 1.7245 -2.8656 2.0008
H 1.5029 -5.6054 -1.3212
H 2.1991 -4.3726 -2.4084
H 3.2522 -5.3733 -1.3742
H -2.8477 0.1235 1.7016
H -1.3090 0.9115 1.2745
*
```

---

Which one sits at the top of the stability order? model two does.

---

Model one:
ORCA calculation (ωB97M-V/def2-TZVPD) on a molecular structure, C31H30N5O3PSeV.

<S²>: 2.015
LUMO (alpha / beta) in eV: -3.0 / -3.1
Frontier orbital gap (alpha / beta) in eV: 6.671 / 6.616
Molar mass in Da: 681.5

Geometry as ORCA input:
```
! wB97M-V def2-TZVPD RIJCOSX def2/J DEFGRID3
* xyz 1 3
V -0.3899 -1.0189 0.9659
O 1.4846 1.2880 3.7023
C 0.7453 0.6016 3.0351
N 0.9342 0.1091 1.7795
C 2.2491 0.1073 1.1541
C 2.4848 -1.3337 0.7215
C 3.7225 -1.8386 0.3675
C 3.8341 -3.1663 0.0171
C 2.7012 -3.9728 0.0008
C 1.4979 -3.4101 0.3450
N 1.3866 -2.1206 0.7167
C -0.5580 0.0382 3.6073
C -1.1064 0.4352 4.8015
C -2.2078 -0.2555 5.2917
C -2.6935 -1.3450 4.5928
C -2.0929 -1.6892 3.3954
N -1.0619 -0.9976 2.8983
H 3.0077 0.4587 1.8544
H 2.2822 0.7563 0.2740
H 4.5835 -1.1840 0.3704
H 4.8001 -3.5805 -0.2426
H 2.7530 -5.0178 -0.2701
H 0.5812 -3.9849 0.3274
H -0.6535 1.2634 5.3299
H -2.6694 0.0436 6.2238
H -3.5304 -1.9232 4.9577
H -2.4396 -2.5317 2.8099
O -1.5481 -1.4165 -2.5660
C -1.7774 -0.9946 -1.4815
O -1.5824 -1.6696 -0.2944
C -2.3550 0.3952 -1.2111
P -1.7810 0.9847 0.4497
C -3.2974 1.5248 1.2747
C -4.1570 0.5203 1.7221
C -5.3742 0.8405 2.3037
C -5.7395 2.1735 2.4428
C -4.8875 3.1774 2.0045
C -3.6675 2.8582 1.4228
C -0.7153 2.4316 0.2083
C -0.4275 3.2732 1.2826
C 0.5086 4.2856 1.1474
C 1.1864 4.4527 -0.0548
C 0.9356 3.5936 -1.1134
C -0.0103 2.5837 -0.9837
H -3.4399 0.2810 -1.1628
H -2.1089 1.0682 -2.0276
H -3.8814 -0.5214 1.6007
H -6.0355 0.0549 2.6459
H -6.6925 2.4297 2.8868
H -5.1742 4.2156 2.1083
H -3.0144 3.6503 1.0820
H -0.9209 3.1350 2.2387
H 0.7194 4.9367 1.9854
H 1.9165 5.2448 -0.1586
H 1.4793 3.6967 -2.0433
H -0.1676 1.9122 -1.8179
C 3.8492 0.6064 -4.8456
N 3.2429 -0.7184 -4.8807
C 3.4271 -1.6620 -5.8792
C 2.6990 -2.7383 -5.5384
N 2.0747 -2.4407 -4.3370
C 1.2053 -3.3421 -3.5902
C 2.4081 -1.1965 -3.9312
Se 1.8686 -0.2998 -2.4068
H 4.4851 0.7093 -5.7207
H 4.4375 0.7206 -3.9381
H 3.0743 1.3697 -4.8542
H 4.0542 -1.4773 -6.7323
H 2.5618 -3.6810 -6.0358
H 0.9043 -4.1484 -4.2543
H 0.3335 -2.7996 -3.2416
H 1.7394 -3.7505 -2.7326
*
```

---

Model two:
ORCA calculation (ωB97M-V/def2-TZVPD) on a molecular structure, C31H30N5O3PSeV.

<S²>: 2.016
LUMO (alpha / beta) in eV: -3.1 / -3.0
Frontier orbital gap (alpha / beta) in eV: 6.798 / 6.828
Molar mass in Da: 681.5

Geometry as ORCA input:
```
! wB97M-V def2-TZVPD RIJCOSX def2/J DEFGRID3
* xyz 1 3
V 0.5652 0.7940 0.1523
O -3.1278 2.4713 0.1300
C -1.9700 2.1453 0.3006
N -1.3150 1.0823 -0.2272
C -1.8687 0.4361 -1.3982
C -0.7721 0.4375 -2.4386
C -1.0007 0.1643 -3.7769
C 0.0622 0.1899 -4.6572
C 1.3355 0.4793 -4.1827
C 1.4948 0.7297 -2.8396
N 0.4622 0.7197 -1.9828
C -1.0168 3.0225 1.0783
C -1.4511 4.1110 1.8054
C -0.5014 4.9393 2.3819
C 0.8440 4.6555 2.1975
C 1.1996 3.5365 1.4713
N 0.2862 2.7258 0.9245
H -2.7544 0.9607 -1.7625
H -2.1630 -0.5986 -1.1951
H -2.0044 -0.0594 -4.1107
H -0.0952 -0.0089 -5.7091
H 2.1900 0.5098 -4.8435
H 2.4700 0.9402 -2.4180
H -2.5144 4.2904 1.8784
H -0.8021 5.8044 2.9573
H 1.6127 5.2891 2.6160
H 2.2383 3.2683 1.3209
O 2.9538 -2.2120 0.8338
C 2.2414 -1.3206 1.2074
O 2.1579 -0.1111 0.6504
C 1.3665 -1.4820 2.4531
P -0.0242 -0.2886 2.3723
C 0.0113 0.6159 3.9437
C 1.0555 1.5168 4.1497
C 1.1570 2.2087 5.3460
C 0.2096 2.0114 6.3416
C -0.8276 1.1114 6.1444
C -0.9275 0.4099 4.9511
C -1.6140 -1.1429 2.2906
C -2.7568 -0.3365 2.3358
C -4.0100 -0.8876 2.1494
C -4.1356 -2.2523 1.9077
C -3.0088 -3.0533 1.8540
C -1.7457 -2.5029 2.0424
H 1.9870 -1.2085 3.3110
H 1.0774 -2.5211 2.5865
H 1.8048 1.6580 3.3785
H 1.9757 2.8986 5.5040
H 0.2864 2.5537 7.2745
H -1.5591 0.9470 6.9243
H -1.7332 -0.2972 4.8065
H -2.6640 0.7286 2.5183
H -4.8859 -0.2539 2.1835
H -5.1153 -2.6863 1.7579
H -3.1026 -4.1129 1.6576
H -0.8749 -3.1384 1.9723
C -0.8868 -5.5367 -2.0017
N 0.4226 -5.0050 -2.3367
C 1.4148 -5.6802 -3.0202
C 2.4671 -4.8479 -3.1052
N 2.1114 -3.6716 -2.4708
C 2.9580 -2.4953 -2.3854
C 0.8490 -3.7670 -1.9990
Se -0.1794 -2.5376 -1.0771
H -0.9630 -6.5426 -2.4057
H -1.6653 -4.9063 -2.4265
H -1.0138 -5.5620 -0.9211
H 1.2842 -6.6867 -3.3734
H 3.4359 -4.9855 -3.5490
H 3.9772 -2.7918 -2.6221
H 2.9329 -2.0934 -1.3782
H 2.6205 -1.7476 -3.1017
*
```

---

Which one sits at the top of the stability order? model two does.

---

Model one:
ORCA calculation (ωB97M-V/def2-TZVPD) on a molecular structure, C3H9N2O2.

LUMO in eV: -4.7
Frontier orbital gap in eV: 10.921
Molar mass in Da: 105.1

Geometry as ORCA input:
```
! wB97M-V def2-TZVPD RIJCOSX def2/J DEFGRID3
* xyz 1 1
C -0.6143 -0.6047 0.9050
C -0.6475 1.6963 0.3358
C -0.1186 -0.1456 -1.2877
N 0.9827 -1.6519 1.4399
N 0.0092 0.4222 0.0992
O -1.6639 -0.8513 1.3275
O 1.3727 0.4639 0.3530
H -0.4028 2.1152 1.1995
H -0.4429 2.3513 -0.3955
H -1.7257 1.5780 0.0752
H -1.0288 0.1189 -1.6446
H 0.5827 0.3921 -1.9364
H -0.1614 -1.1307 -1.3902
H 1.0213 -2.3763 0.7445
H 0.6350 -2.0907 2.2763
H 1.5012 -0.5945 1.0471
*
```

---

Model two:
ORCA calculation (ωB97M-V/def2-TZVPD) on a gas-phase ion, C3H9N2O2 (charge +1).

LUMO in eV: -3.6
Frontier orbital gap in eV: 10.208
Molar mass in Da: 105.1
Structure (SMILES): C[C@H]1OO[C@@]1(N)[NH3+]

Geometry as ORCA input:
```
! wB97M-V def2-TZVPD RIJCOSX def2/J DEFGRID3
* xyz 1 1
C -1.5608 0.9505 0.6200
C -1.0049 -0.4669 0.5636
O -1.7686 -1.3345 -0.3705
O -0.6602 -1.8761 -0.9459
C 0.2662 -0.8316 -0.2488
N 1.4866 -1.1892 0.1551
N 0.6159 0.3081 -1.3209
H -1.7348 1.2639 1.7051
H -2.6045 0.7811 0.3214
H -0.8921 1.5759 0.0745
H -0.9694 -0.9392 1.5232
H 1.9800 -1.7966 -0.4725
H 1.8755 -1.2453 1.1120
H 1.3833 0.8647 -1.0155
H -0.1738 0.8632 -1.3472
H 0.7172 -0.1635 -2.2852
*
```

---

Which one sits at the top of the stability order? model two does.

---

Model one:
ORCA calculation (ωB97M-V/def2-TZVPD) on 2 unconnected molecules or ions with the total composition C3H3BrCl2.

LUMO in eV: 0.4
Frontier orbital gap in eV: 10.747
Molar mass in Da: 189.9

Geometry as ORCA input:
```
! wB97M-V def2-TZVPD RIJCOSX def2/J DEFGRID3
* xyz 0 1
C -0.7255 -0.6447 0.2905
C 0.6502 -0.0752 0.5516
C -0.1364 0.4544 -0.5809
Cl 1.0887 0.9571 1.9392
Cl -0.8508 2.1027 -0.7496
Br 0.5509 -0.1550 -2.2864
H -0.9914 -1.6191 -0.0686
H -1.4037 -0.3070 0.9326
H 1.8181 -0.7132 -0.0284
*
```

---

Model two:
ORCA calculation (ωB97M-V/def2-TZVPD) on a molecular structure, C3H3BrCl2.

LUMO in eV: -0.6
Frontier orbital gap in eV: 8.197
Molar mass in Da: 189.9

Geometry as ORCA input:
```
! wB97M-V def2-TZVPD RIJCOSX def2/J DEFGRID3
* xyz 0 1
C -0.5808 0.8773 1.9329
C 0.1504 0.4622 0.9204
C 0.9099 -0.9917 -2.2798
Cl -0.3628 0.5753 -0.7287
Cl 0.4637 -2.5007 -1.7086
Br 0.0612 -0.5531 -3.8990
H -0.2204 0.7831 2.9395
H -1.5503 1.3271 1.8078
H 1.1290 0.0206 1.0153
*
```

---

Which one sits at the top of the stability order? model one does.